This record from OMol25 describes C23H37EuO3 as an isolated structure at a distorted geometry. The level of theory is the ωB97M-V functional and the def2-TZVPD basis.

Element x y z (Å)
O -3.317 1.093 -3.195
C -4.609 0.481 -2.818
C -5.513 1.399 -3.588
H -4.840 0.677 -1.773
H -4.644 -0.597 -3.050
C -4.188 2.090 -3.969
H -6.313 1.961 -3.079
H -6.042 0.897 -4.399
C -4.048 3.459 -3.354
H -4.386 3.446 -2.308
H -4.631 4.228 -3.871
H -3.008 3.785 -3.463
C -4.007 2.078 -5.487
H -4.322 1.128 -5.929
H -2.947 2.230 -5.729
H -4.579 2.891 -5.966
Eu -1.114 0.256 -1.361
C 1.070 -1.276 -2.301
C 0.412 -2.351 -1.615
C -0.841 -2.596 -2.266
H 0.817 -2.893 -0.757
C -0.961 -1.693 -3.373
C 0.243 -0.875 -3.434
H 0.539 -0.169 -4.235
H 2.061 -0.848 -2.048
H -1.536 -3.402 -2.002
H -1.782 -1.654 -4.126
C 1.624 1.991 -0.582
C 1.531 1.680 -1.963
C 0.377 2.350 -2.500
H 2.275 1.108 -2.550
C -0.291 3.007 -1.400
C 0.478 2.751 -0.217
H 0.267 3.101 0.796
H 2.484 1.731 0.059
H 0.069 2.380 -3.553
H -1.167 3.668 -1.468
O -5.576 2.408 0.894
C -4.165 2.176 1.181
C -3.680 0.919 0.398
H -4.137 1.989 2.297
H -3.423 2.994 1.034
C -5.012 0.120 0.227
H -3.088 0.391 1.135
H -3.088 1.111 -0.567
C -6.171 1.109 0.582
H -5.042 -0.605 1.047
H -5.118 -0.522 -0.658
H -6.676 0.694 1.530
H -7.055 1.145 -0.092
C 0.993 -2.090 1.979
C 1.357 -0.737 1.350
C 1.472 0.390 2.387
C 2.802 -0.924 0.773
O 0.304 -0.393 0.444
H 1.740 -2.434 2.718
H 0.911 -2.871 1.212
H 0.003 -2.012 2.445
H 2.287 0.202 3.114
H 1.674 1.356 1.910
H 0.508 0.509 2.897
H 2.800 -1.741 0.049
H 3.114 -0.011 0.264
H 3.606 -1.158 1.524

Values from the calculation:
ΔE to the lowest compared entry with this formula, charge and spin: 2.2858 eV
Strongest force on any atom: 3.1 eV/A
Charge: -1
Gap between HOMO and LUMO (spin up / spin down): 5.379 / 5.519 eV
Electronic energy: -1834.51143 hartree
⟨S²⟩: 15.76
2S+1: 8


This record from OMol25 describes H2InO as an isolated structure at a distorted geometry. The level of theory is the ωB97M-V functional and the def2-TZVPD basis.

Element x y z (Å)
In 4.034 1.260 -0.812
O -1.011 -0.218 0.259
H -1.141 -1.116 0.564
H -1.882 0.074 -0.010

Values from the calculation:
ΔE to the lowest compared entry with this formula, charge and spin: 0.4554 eV
Strongest force on any atom: 2.8 eV/A
Charge: +3
Gap between HOMO and LUMO: 2.700 eV
Electronic energy: -264.82292 hartree


This record from OMol25 describes C42H49B2F4N13O2S2Sc as an isolated structure at a distorted geometry. The level of theory is the ωB97M-V functional and the def2-TZVPD basis.

Element x y z (Å)
Sc -0.266 0.206 -0.717
C 2.035 -2.647 2.797
C 1.790 -2.259 1.475
N 1.292 -1.034 1.436
N 1.220 -0.601 2.694
C 1.649 -1.557 3.542
B 0.880 0.867 3.025
N -0.579 1.178 2.691
C -1.496 1.721 3.504
C -2.655 1.908 2.784
C -2.339 1.441 1.508
N -1.084 1.008 1.458
N 1.772 1.766 2.169
C 2.650 2.716 2.553
C 3.330 3.141 1.439
C 2.778 2.391 0.394
N 1.838 1.583 0.845
N 1.270 1.090 4.496
C 2.546 0.935 4.908
C 2.605 1.211 6.254
C 1.284 1.530 6.586
N 0.502 1.448 5.525
H 2.438 -3.576 3.152
H 1.952 -2.819 0.575
H 1.661 -1.423 4.606
H -1.252 1.921 4.529
H -3.584 2.324 3.123
H -2.981 1.375 0.651
H 2.725 3.041 3.572
H 4.095 3.890 1.382
H 3.028 2.435 -0.646
H 3.322 0.648 4.226
H 3.467 1.186 6.893
H 0.879 1.821 7.538
C -3.136 -1.515 1.685
N -1.810 -1.878 2.149
C -1.813 -1.957 3.598
C -1.350 -3.143 1.598
C -0.751 -3.241 0.195
C -0.497 -4.576 -0.137
C 0.132 -4.935 -1.311
C 0.488 -3.929 -2.190
C 0.187 -2.614 -1.878
C -0.412 -2.174 -0.670
H -3.845 -2.361 1.750
H -3.080 -1.165 0.658
H -3.521 -0.708 2.306
H -2.551 -2.691 3.981
H -2.049 -0.978 4.014
H -0.826 -2.244 3.957
H -2.170 -3.894 1.670
H -0.552 -3.490 2.267
H -0.785 -5.361 0.560
H 0.336 -5.977 -1.534
H 1.004 -4.161 -3.117
H 0.432 -1.880 -2.644
F 1.762 3.504 -2.295
B 0.688 3.727 -1.486
F 0.088 2.399 -1.147
F -0.231 4.524 -2.104
F 1.053 4.326 -0.307
C -1.923 2.471 -3.675
C -3.212 2.693 -2.896
C -2.964 3.271 -1.504
C -4.034 1.430 -2.843
C -5.332 1.530 -3.283
C -6.170 0.432 -3.397
C -5.608 -0.810 -3.162
C -4.311 -0.985 -2.725
C -3.828 -2.421 -2.728
C -3.650 -3.004 -1.332
C -2.548 -2.551 -3.543
C -3.464 0.161 -2.387
N -2.338 0.108 -1.744
H -1.338 3.382 -3.712
H -2.144 2.148 -4.690
H -1.315 1.700 -3.200
H -3.803 3.439 -3.448
H -2.273 2.635 -0.958
H -3.902 3.338 -0.949
H -2.522 4.260 -1.583
H -5.711 2.502 -3.582
H -7.200 0.534 -3.709
H -6.220 -1.689 -3.349
H -4.611 -3.017 -3.223
H -2.823 -2.506 -0.839
H -3.427 -4.070 -1.393
H -4.564 -2.870 -0.753
H -1.841 -1.798 -3.202
H -2.762 -2.403 -4.601
H -2.102 -3.535 -3.408
N 1.314 -5.139 -6.859
C 1.304 -3.803 -6.448
C 0.152 -3.249 -5.892
C 0.117 -1.907 -5.568
C 1.230 -1.116 -5.777
C 2.381 -1.654 -6.316
C 2.419 -2.995 -6.656
S 1.143 0.607 -5.245
O 2.413 1.204 -5.613
O -0.022 1.162 -5.880
N 0.912 0.466 -3.657
C 1.962 0.272 -2.904
S 3.621 0.242 -3.520
C 4.158 -0.186 -1.915
C 3.108 -0.260 -1.076
N 1.878 -0.008 -1.618
H 0.644 -5.715 -6.371
H 2.236 -5.549 -6.890
H -0.706 -3.880 -5.711
H -0.760 -1.445 -5.150
H 3.236 -1.012 -6.458
H 3.318 -3.432 -7.071
H 5.198 -0.318 -1.694
H 3.160 -0.500 -0.030

Values from the calculation:
ΔE to the lowest compared entry with this formula, charge and spin: 1.0105 eV
Strongest force on any atom: 2.2 eV/A
Charge: -2
Gap between HOMO and LUMO (spin up / spin down): 6.595 / 6.137 eV
Electronic energy: -4498.88885 hartree
⟨S²⟩: 0.80
2S+1: 2


This record from OMol25 describes C50H47Br2N3O5PSiTa as an isolated structure. The level of theory is the ωB97M-V functional and the def2-TZVPD basis.

Element x y z (Å)
Ta 0.315 -0.226 -0.748
C 3.032 -3.105 1.387
C 3.360 -2.604 -0.017
C 2.546 -3.329 -1.081
C 3.325 -1.064 -0.140
C 4.476 -0.426 0.617
O 3.873 -0.091 1.892
C 2.563 -0.059 1.731
N 2.137 -0.412 0.555
C 1.859 0.362 2.970
C 2.620 0.283 4.141
C 2.125 0.732 5.353
C 0.876 1.329 5.406
C 0.114 1.412 4.253
C 0.561 0.885 3.042
P -0.506 1.026 1.585
C -2.147 0.345 2.089
C -2.516 0.046 3.367
C -3.833 -0.347 3.661
C -4.837 -0.489 2.693
C -4.482 -0.328 1.393
C -3.142 0.125 0.987
C -0.790 2.840 1.548
C -1.959 3.452 1.102
C -2.081 4.835 1.122
C -1.039 5.624 1.581
C 0.140 5.026 2.000
C 0.267 3.647 1.980
H 3.153 -4.188 1.427
H 1.998 -2.877 1.654
H 3.688 -2.680 2.149
H 4.410 -2.840 -0.225
H 1.478 -3.163 -0.969
H 2.710 -4.404 -0.998
H 2.845 -3.026 -2.084
H 3.335 -0.793 -1.195
H 4.847 0.497 0.176
H 5.298 -1.109 0.814
H 3.617 -0.127 4.100
H 2.733 0.648 6.243
H 0.503 1.743 6.333
H -0.834 1.933 4.288
H -1.811 0.103 4.181
H -4.080 -0.555 4.696
H -5.833 -0.796 2.977
H -5.166 -0.544 0.581
H -3.341 1.137 0.548
H -2.794 2.886 0.718
H -2.999 5.291 0.777
H -1.141 6.701 1.604
H 0.967 5.633 2.344
H 1.197 3.208 2.317
Br -1.309 -3.700 -2.122
C -1.257 -3.948 -0.255
C -1.757 -5.155 0.278
C -1.742 -5.370 1.623
Br -2.413 -7.000 2.290
C -1.236 -4.382 2.515
C -1.167 -4.531 3.917
C -0.654 -3.519 4.678
C -0.227 -2.341 4.036
N -0.280 -2.154 2.740
C -0.759 -3.168 1.973
C -0.754 -2.973 0.561
O -0.230 -1.834 0.108
H -2.148 -5.905 -0.394
H -1.514 -5.449 4.372
H -0.570 -3.611 5.752
H 0.178 -1.521 4.626
O -2.712 -0.729 -0.031
C -1.865 -0.155 -1.056
O 2.852 -0.827 -3.463
C 1.666 -0.975 -3.562
O 0.871 -0.714 -2.474
C 0.922 -1.355 -4.772
C 1.655 -1.761 -5.886
C 0.993 -2.125 -7.045
C -0.394 -2.074 -7.096
C -1.126 -1.658 -5.990
C -0.470 -1.300 -4.825
H 2.734 -1.789 -5.826
H 1.556 -2.446 -7.911
H -0.909 -2.356 -8.005
H -2.205 -1.612 -6.041
H -1.036 -0.965 -3.965
C 1.362 2.577 -3.846
Si 1.357 2.744 -1.983
C 2.969 2.075 -1.316
C 1.207 4.518 -1.399
N 0.019 1.723 -1.360
C -1.283 2.103 -1.753
C -2.312 1.166 -1.568
C -3.610 1.426 -2.009
C -3.926 2.638 -2.591
C -2.910 3.572 -2.779
C -1.610 3.312 -2.384
H 1.585 3.525 -4.338
H 0.396 2.232 -4.223
H 2.121 1.858 -4.166
H 3.744 2.752 -1.688
H 3.215 1.087 -1.707
H 3.032 2.087 -0.226
H 2.106 4.810 -0.851
H 0.353 4.675 -0.740
H 1.107 5.200 -2.246
H -1.959 -0.920 -1.842
H -4.367 0.655 -1.900
H -4.932 2.845 -2.929
H -3.132 4.515 -3.260
H -0.859 4.064 -2.575

Values from the calculation:
ΔE to the lowest compared entry with this formula, charge and spin: 5.0147 eV
Strongest force on any atom: 0.9 eV/A
Charge: +2
Gap between HOMO and LUMO: 4.783 eV
Electronic energy: -8309.53959 hartree


This record from OMol25 describes the molecule C8H10N2O at a distorted geometry. The level of theory is the ωB97M-V functional and the def2-TZVPD basis.

Element x y z (Å)
C -0.802 2.340 0.059
C 0.500 1.842 0.237
C -1.903 1.557 0.041
C -0.612 -0.526 -0.003
C 0.728 0.483 0.086
C -1.750 0.127 -0.030
C 4.079 -0.507 -0.139
C -0.460 -1.994 0.044
N 1.774 -0.333 -0.062
N -2.930 -0.678 -0.154
O 3.087 0.251 0.169
H -0.980 3.445 0.323
H 1.359 2.511 0.126
H -2.987 1.949 -0.081
H 4.993 -0.052 0.057
H 3.801 -1.342 -0.722
H -0.971 -2.552 -0.678
H 0.573 -2.183 -0.070
H -0.816 -2.414 1.066
H -3.811 -0.266 -0.392
H -2.873 -1.656 0.123

Values from the calculation:
ΔE to the lowest compared entry with this formula, charge and spin: 6.2184 eV
Strongest force on any atom: 5.9 eV/A
Charge: 0
Gap between HOMO and LUMO (spin up / spin down): 7.932 / 5.795 eV
Electronic energy: -495.38507 hartree


This record from OMol25 describes C40H32ClIN6O3RhTe as an isolated structure. The level of theory is the ωB97M-V functional and the def2-TZVPD basis.

Element x y z (Å)
Rh -0.012 0.157 -0.087
C -1.307 0.089 -4.173
C -0.395 -0.755 -4.810
C 0.734 -1.131 -4.132
C 0.954 -0.708 -2.809
N -0.003 -0.007 -2.161
C -1.072 0.427 -2.868
N 2.208 -0.970 -2.316
C 2.637 -0.586 -1.170
N 1.948 -0.031 -0.121
C 2.786 0.165 0.941
N 2.497 0.509 2.143
C 1.226 0.510 2.676
C 1.195 0.723 4.063
C 0.016 0.653 4.760
C -1.147 0.348 4.061
C -1.067 0.168 2.703
N 0.078 0.280 1.996
C 4.160 -0.145 0.500
C 5.369 -0.059 1.156
C 6.492 -0.520 0.474
C 6.389 -1.052 -0.810
C 5.162 -1.134 -1.462
C 4.058 -0.666 -0.781
H -2.184 0.469 -4.676
H -0.556 -1.076 -5.830
H 1.512 -1.726 -4.587
H -1.759 1.073 -2.343
H 2.144 0.913 4.544
H -0.001 0.806 5.831
H -2.101 0.233 4.555
H -1.941 -0.121 2.147
H 5.434 0.328 2.163
H 7.461 -0.476 0.953
H 7.282 -1.409 -1.306
H 5.070 -1.549 -2.457
C 2.088 3.394 0.657
Te 0.384 2.719 -0.443
C -0.659 3.893 1.011
C 0.309 5.014 1.301
C -0.116 6.258 1.747
C 0.814 7.250 2.019
C 2.168 7.003 1.840
C 2.596 5.764 1.388
C 1.669 4.765 1.118
H 2.954 3.405 -0.002
H 2.282 2.715 1.484
H -0.837 3.272 1.893
H -1.606 4.247 0.611
H -1.173 6.454 1.878
H 0.481 8.221 2.360
H 2.892 7.781 2.042
H 3.652 5.573 1.239
I -4.959 -2.681 -1.642
C -4.133 -0.974 -0.803
C -4.919 0.071 -0.352
C -4.290 1.182 0.191
C -2.913 1.201 0.269
N -2.152 0.185 -0.161
C -2.754 -0.882 -0.692
H -5.997 0.025 -0.423
H -4.860 2.025 0.554
H -2.394 2.041 0.709
H -2.111 -1.667 -1.052
C 3.616 -4.411 -1.258
C 3.548 -3.976 0.177
C 4.685 -3.645 0.893
C 4.595 -3.232 2.215
Cl 6.044 -2.833 3.094
C 3.373 -3.131 2.838
C 2.217 -3.461 2.138
C 2.305 -3.899 0.821
O 1.238 -4.305 0.064
C -0.057 -4.141 0.592
C -0.539 -2.695 0.703
O -1.420 -2.415 1.501
O 0.009 -1.890 -0.152
H 4.645 -4.402 -1.613
H 3.020 -3.747 -1.889
H 3.210 -5.415 -1.383
H 5.656 -3.707 0.417
H 3.312 -2.803 3.867
H 1.269 -3.391 2.650
H -0.160 -4.627 1.564
H -0.735 -4.631 -0.109

Values from the calculation:
ΔE to the lowest compared entry with this formula, charge and spin: 0.0000 eV
Strongest force on any atom: 0.2 eV/A
Charge: +1
Gap between HOMO and LUMO: 6.705 eV
Electronic energy: -3234.12725 hartree